The following is a DFT calculation (wB97M-V/def2-TZVPD) of a structure of composition C27H54CrGeN9PSSeSi3 in a non-equilibrium geometry.

Last column: Löwdin spin population.
Cartesian coordinates (Å):
Cr -0.587 -0.185 0.236  1.343
N -2.900 0.091 2.791  0.004
C -2.183 1.206 2.418  0.008
N -2.422 2.408 2.889  0.000
N -1.470 3.182 2.321  0.013
N -0.715 2.478 1.559  -0.002
N -1.137 1.190 1.586  -0.017
C -2.522 -1.158 2.413  0.000
N -3.054 -2.281 2.852  -0.001
N -2.348 -3.253 2.229  0.001
N -1.463 -2.751 1.454  0.000
N -1.539 -1.380 1.531  -0.012
H -3.658 0.204 3.439  0.000
C -2.471 5.430 -5.661  0.000
C -2.398 4.347 -4.613  0.000
C -3.175 3.200 -4.704  0.000
C -3.153 2.217 -3.720  -0.001
C -4.023 0.997 -3.894  -0.002
C -2.338 2.390 -2.585  -0.002
Se -2.534 1.084 -1.185  -0.043
C -1.519 3.529 -2.490  0.001
C -0.600 3.809 -1.336  -0.002
C -1.566 4.477 -3.513  0.000
H -3.087 5.118 -6.505  0.000
H -1.478 5.686 -6.035  0.000
H -2.910 6.340 -5.244  0.000
H -3.829 3.070 -5.562  0.000
H -4.504 1.004 -4.873  0.000
H -4.792 0.952 -3.120  -0.001
H -3.428 0.087 -3.792  0.000
H -0.735 3.116 -0.519  -0.001
H -0.778 4.817 -0.951  0.000
H 0.442 3.757 -1.660  -0.001
H -0.939 5.361 -3.424  0.000
S 1.135 1.217 -2.358  -0.033
C 0.380 0.674 -1.128  -0.073
C -3.887 -2.811 -2.308  0.000
C -3.084 -2.278 -1.124  -0.001
P -1.242 -2.189 -1.327  -0.005
C -0.925 -4.010 -1.430  0.000
C 0.495 -4.469 -1.105  0.000
C -1.055 -1.745 -3.110  -0.001
C 0.348 -2.032 -3.657  -0.001
H -4.936 -2.893 -2.014  0.000
H -3.551 -3.800 -2.628  0.000
H -3.845 -2.133 -3.161  0.000
H -3.240 -2.920 -0.257  0.000
H -3.453 -1.292 -0.865  0.000
H -1.206 -4.308 -2.442  0.000
H -1.620 -4.468 -0.726  0.000
H 1.238 -3.947 -1.707  0.000
H 0.600 -5.542 -1.283  0.000
H 0.712 -4.272 -0.057  0.000
H -1.284 -0.680 -3.183  0.000
H -1.791 -2.287 -3.705  0.000
H 1.124 -1.652 -2.993  -0.001
H 0.484 -1.552 -4.628  0.000
H 0.510 -3.106 -3.783  0.000
C 3.778 1.956 -0.109  0.001
Si 2.979 1.816 1.592  -0.011
C 4.446 1.575 2.765  -0.006
C 2.245 3.485 2.004  0.001
Ge 1.502 -0.098 1.718  -0.097
Si 2.938 -1.969 1.252  -0.025
C 2.204 -3.553 1.958  -0.001
C 3.042 -2.094 -0.627  0.000
C 4.728 -1.911 1.845  -0.009
Si 1.101 -0.343 4.073  -0.012
C 0.229 1.124 4.858  0.001
C 2.731 -0.558 5.001  -0.007
C 0.085 -1.850 4.554  0.001
H 4.608 2.670 -0.079  0.000
H 3.059 2.305 -0.852  0.000
H 4.168 0.990 -0.446  0.000
H 5.282 2.203 2.437  -0.001
H 4.790 0.539 2.783  0.000
H 4.193 1.862 3.790  0.000
H 2.976 4.280 1.812  0.000
H 1.947 3.541 3.056  0.000
H 1.351 3.672 1.407  0.000
H 1.110 -3.516 1.930  0.000
H 2.504 -3.684 3.004  0.000
H 2.535 -4.436 1.400  0.000
H 2.049 -1.910 -1.042  0.001
H 3.393 -3.069 -0.980  0.000
H 3.710 -1.323 -1.024  0.000
H 4.805 -1.751 2.925  0.000
H 5.281 -1.108 1.347  0.000
H 5.221 -2.861 1.609  -0.001
H 0.702 2.076 4.597  0.000
H 0.233 1.024 5.949  0.000
H -0.811 1.182 4.532  0.000
H 3.356 0.335 4.949  0.000
H 3.317 -1.397 4.609  0.000
H 2.512 -0.762 6.055  -0.001
H -0.935 -1.788 4.175  0.000
H 0.024 -1.916 5.646  0.000
H 0.517 -2.781 4.177  0.000

Results
Charge: -1
Electronic energy: -8684.9690 Ha
Expectation value of S²: 0.906
HOMO energy (spin up / spin down): -5.088 / -5.037 eV
Kohn-Sham gap (spin up / spin down): 6.35 / 6.59 eV
Energy above the lowest of the compared OMol25 structures with the same formula, charge and spin: 18.8 kJ/mol
F_max: 1.4 eV/A
LUMO level (spin up / spin down): 1.26 / 1.55 eV
2S+1: 2